A cluster of 2 separate species, C6H10O in total. Source: the Open Molecules 2025 dataset; level of theory: ωB97M-V with the def2-TZVPD basis set.

Structure (ORCA input):
```
! RIJCOSX wB97M-V def2-TZVPD def2/J DEFGRID3
* xyz 0 1
H 0.05151 -2.13473 -0.77167
C -0.18934 -1.61262 0.16540
C -1.40121 -0.74435 -0.10172
H -0.95740 0.23157 1.01896
H -2.34853 -1.30030 -0.22558
H -0.12332 1.55073 -1.70229
O 0.11390 2.41862 0.16827
H -0.42039 -2.37814 0.91624
C 0.88319 -0.64784 0.63627
H 0.34895 -0.02403 1.45308
C -1.40056 0.63771 -0.30502
H 1.73018 -1.07606 1.16971
H -0.78245 2.69333 0.41601
C -0.05960 1.26561 -0.63765
C 1.17591 0.34656 -0.47831
H 1.30776 -0.16471 -1.44345
H 2.07137 0.93864 -0.27826
*
```

The energy relative to the best compared isomer or geometry (same formula, charge and spin) is 105.1 kcal per mole.

---

The ion C10H13ClN3 with charge +1. Source: the Open Molecules 2025 dataset; level of theory: ωB97M-V with the def2-TZVPD basis set.

Structure (ORCA input):
```
! RIJCOSX wB97M-V def2-TZVPD def2/J DEFGRID3
* xyz 1 1
N -0.29909 2.04985 -1.64898
H 4.24339 0.22281 -0.88545
H -3.00756 -3.18538 -0.12351
C -1.52059 -1.67856 -0.03242
C -2.72997 -2.33332 0.49632
H -3.57200 -1.63941 0.46525
C 0.74496 -0.80762 0.35080
C 2.19242 0.77473 -0.70819
H 0.39303 1.77948 -2.32959
H -2.58689 -2.66468 1.52187
C 3.09652 -1.28700 0.11354
H 3.93121 -1.95245 0.26194
N -1.87970 2.80619 0.61602
C 1.84196 -1.64561 0.55888
C 0.90645 0.44739 -0.25346
N -0.51799 -1.33525 0.75118
H -2.21544 3.23872 1.45616
H -2.08098 3.25950 -0.25802
H -0.54886 -1.68286 1.70687
H 2.34827 1.73903 -1.16938
H -0.73107 1.42111 1.63760
C -0.14954 1.45899 -0.39014
H 1.68814 -2.59989 1.04143
H -0.46710 3.04557 -1.65490
C -0.89118 1.87170 0.67173
Cl -1.45474 -1.23248 -1.66057
C 3.26636 -0.07054 -0.53497
*
```

The energy relative to the best compared isomer or geometry (same formula, charge and spin) is 0.0 kcal per mole. Its SMILES is C/C(Cl)=[NH+]/c1ccccc1/C(N)=C/N.

---

The ion C6H12FN2 with charge +1. Source: the Open Molecules 2025 dataset; level of theory: ωB97M-V with the def2-TZVPD basis set.

Structure (ORCA input):
```
! RIJCOSX wB97M-V def2-TZVPD def2/J DEFGRID3
* xyz 1 1
H -1.96415 -1.19092 -0.28126
H -0.81008 1.10735 -3.32197
H 0.15595 -0.10194 2.44702
F -1.47830 1.61819 0.48452
N -0.64856 -0.37425 1.80319
H -0.54010 -1.88523 -0.87938
H -0.26840 2.60561 -1.55294
C -1.04921 -0.99702 -0.80269
N -1.28823 -0.32266 -2.02356
H 0.39137 1.88131 0.85822
H 1.37932 -1.86759 0.33348
H 1.03067 1.61966 -1.55884
C -0.14111 1.24835 0.09304
H 1.99698 -0.62284 -0.43844
C -0.09370 -0.23033 0.39328
C 0.03844 1.65091 -1.31152
C 1.33300 -0.79251 0.36100
H -0.99210 -1.30208 2.08570
C -0.69615 0.75172 -2.30323
H -1.52093 0.18219 1.99906
H 1.95803 -0.40925 1.18818
*
```

The energy relative to the best compared isomer or geometry (same formula, charge and spin) is 0.0 kcal per mole. Its SMILES is C[C@]1([NH3+])CN=CC[C@H]1F.

---

An isolated molecule of C16H12N6. Source: the Open Molecules 2025 dataset; level of theory: ωB97M-V with the def2-TZVPD basis set.

Structure (ORCA input):
```
! RIJCOSX wB97M-V def2-TZVPD def2/J DEFGRID3
* xyz 0 1
C 1.24909 1.55793 -0.49554
N -3.68556 0.37750 -0.45870
C 0.36767 0.44548 -0.25300
C -0.27951 -2.68407 -0.06282
H 3.19029 -0.77756 0.67816
C -4.95498 1.63966 -1.46816
H 1.60185 -1.84211 2.58649
C -0.80805 -3.88673 0.42109
C 0.43148 -3.59589 2.49883
H -5.93126 2.01990 -1.86782
C 1.09223 2.89705 -0.95995
H 4.58855 1.67585 0.14551
N -1.00886 0.42811 -0.37276
H -0.48033 -2.39333 -1.08947
C 1.07852 -0.62780 0.28476
C 0.91606 -2.41587 1.97980
C 2.21127 3.76578 -1.03104
C -2.91346 1.33151 -1.10453
N -3.70940 2.15017 -1.75104
H 2.04524 4.78413 -1.39129
H 4.29421 4.02408 -0.57611
C -0.49001 -4.31476 1.71560
C 0.55122 -1.90564 0.74714
H 0.77857 -3.96797 3.47384
N 2.41945 -0.20820 0.35936
H -3.28716 -0.41759 0.05567
H -1.44241 -4.44385 -0.27233
H 0.09946 3.19503 -1.33267
H -0.92866 -5.25494 2.04573
C 3.57594 2.03864 -0.09092
N -4.98425 0.56124 -0.72721
N -1.54860 1.39380 -1.03017
C 3.45678 3.33082 -0.56813
C 2.50464 1.11963 -0.08828
*
```

The energy relative to the best compared isomer or geometry (same formula, charge and spin) is 33.8 kcal per mole. Its SMILES is c1ccc(-c2[nH]c3ccccc3c2/N=N/c2ncn[nH]2)cc1.

---

An isolated molecule of C3H3IN2S. Source: the Open Molecules 2025 dataset; level of theory: ωB97M-V with the def2-TZVPD basis set.

Structure (ORCA input):
```
! RIJCOSX wB97M-V def2-TZVPD def2/J DEFGRID3
* xyz 0 3
C -0.52634 0.59967 1.13991
H 1.39287 -0.60925 -1.81049
N -0.57189 -0.26697 -0.85218
N -1.66175 0.83830 1.54402
I -2.07274 -1.55760 -1.27827
C 1.60286 -0.01063 -0.07208
H 2.58245 0.19409 -0.37589
C 0.67686 -0.41022 -0.97028
S 1.03632 0.78579 1.41319
H -2.45865 0.43682 1.26207
*
```

The energy relative to the best compared isomer or geometry (same formula, charge and spin) is 42.4 kcal per mole. The expectation value of S² is 2.034.

---

An isolated molecule of C7H6ClNO3S. Source: the Open Molecules 2025 dataset; level of theory: ωB97M-V with the def2-TZVPD basis set.

Structure (ORCA input):
```
! RIJCOSX wB97M-V def2-TZVPD def2/J DEFGRID3
* xyz 0 1
C 0.27199 0.40193 0.46933
N -1.05568 -1.19120 -0.36362
H 1.61036 2.30470 0.79937
H -0.33535 -3.18844 -1.48771
C 0.99412 -0.36558 -0.40416
S -1.45473 1.61690 -1.92874
O 0.41148 -2.51115 -1.57722
O -2.03680 -2.01955 -0.17726
C -1.74019 1.37879 -0.35541
C -1.15090 0.09726 0.43514
C 2.32763 0.36186 -0.11455
C 1.49695 1.20025 0.89441
O -1.87635 -0.13729 1.53462
Cl -2.70841 2.44574 0.52684
H -2.46134 -1.02862 1.13591
H 3.19539 -0.14161 0.49994
H 2.68985 1.17237 -0.89322
C 0.12221 -1.41332 -0.90566
H 1.69976 1.01694 1.91199
*
```

The value obtained for the energy is -1408.99561 a.u. Its SMILES is [O-][N+]1=C(O)C2=C(CC2)[C@@]1(O)C(=S)Cl.

---

A cluster of 2 separate species, C3H9ClOSi in total. Source: the Open Molecules 2025 dataset; level of theory: ωB97M-V with the def2-TZVPD basis set.

Structure (ORCA input):
```
! RIJCOSX wB97M-V def2-TZVPD def2/J DEFGRID3
* xyz 0 1
H 2.73722 0.71462 -0.42344
H -1.80987 2.69821 -0.29801
C 2.21840 -0.08559 -0.84784
H 2.62957 -0.11989 -1.97149
C -1.32169 1.78803 0.17302
H -0.94257 2.00088 1.26059
Si 0.27716 -0.18880 -0.93483
H -0.31338 -2.65659 1.35263
H -1.99174 -1.87897 0.70127
Cl -0.71539 -0.71887 2.45397
H -2.00712 0.97778 0.53804
H -0.27624 -0.92681 -2.13497
C -0.85982 -1.83896 1.04683
H 2.58170 -1.08188 -0.34722
O -0.20624 1.31685 -0.56854
*
```

The energy relative to the best compared isomer or geometry (same formula, charge and spin) is 136.1 kcal per mole.

---

An isolated molecule of C4H4Cl2S. Source: the Open Molecules 2025 dataset; level of theory: ωB97M-V with the def2-TZVPD basis set.

Structure (ORCA input):
```
! RIJCOSX wB97M-V def2-TZVPD def2/J DEFGRID3
* xyz 0 1
S 0.43102 -1.66301 -0.03651
Cl 2.78517 0.16204 -0.12122
H 2.13115 -1.32777 -1.78688
H 0.37562 0.10038 1.52430
H -1.26290 -0.50907 1.13130
C 0.09850 0.96609 -1.60692
Cl 0.47189 1.93628 -2.92295
C 1.81334 -1.04433 -0.78192
H -1.40305 1.45670 -0.45780
C -0.52631 0.89001 -0.48200
C -0.32222 -0.10153 0.63134
*
```

The energy relative to the best compared isomer or geometry (same formula, charge and spin) is 84.4 kcal per mole.

---

A cluster of 3 separate species, C15H21NO9PS in total. Source: the Open Molecules 2025 dataset; level of theory: ωB97M-V with the def2-TZVPD basis set.

Structure (ORCA input):
```
! RIJCOSX wB97M-V def2-TZVPD def2/J DEFGRID3
* xyz 1 1
C -0.19788 -1.56442 1.41360
O 7.05321 4.94307 -0.37731
O 0.32166 -1.60799 -1.02915
C 0.77594 -1.72658 0.25471
C 6.24321 4.13396 -0.07928
C -0.61030 2.73678 1.58979
H -3.67556 -2.23262 -5.22488
C -0.48333 -0.31944 2.00894
H 3.85324 0.47266 -0.13841
C -3.02292 -2.25900 -4.35338
H -0.39565 3.38930 0.74050
C -0.75551 -2.74510 1.85507
O 0.28370 0.98647 -0.33588
C -3.61451 -2.17041 -0.85615
O -3.00990 -2.69435 -1.94710
H 3.45733 1.81829 -1.21595
H -3.13366 1.03850 4.01578
C 4.27867 1.25863 -0.76374
H -0.66011 0.91377 -0.54685
H -4.59377 -3.13315 -3.18392
C -4.43819 -1.05586 -2.61698
S -1.77624 1.06375 4.02970
H -2.35171 -3.11268 -4.44324
O 1.92467 -1.99344 0.50394
H 5.85762 1.55863 0.65822
N -1.89427 -1.52774 3.47816
H -2.54211 -1.52483 4.25733
O -4.57474 -1.28945 -1.20364
C -1.34739 -0.37205 3.07944
O 5.97583 3.00377 -0.79169
H -5.40244 -0.84276 -3.07113
H -1.68111 2.51120 1.59646
H 4.83490 0.79691 -1.57905
H -3.77572 -0.19880 -2.75792
C -3.83443 -2.35328 -3.08407
H -0.51733 -3.68846 1.38315
H -0.29285 3.17088 2.53681
C 4.45354 3.18415 0.88671
H -2.40260 -1.36090 -4.36222
H 4.15206 2.80522 1.86151
P 0.35222 1.18091 1.31670
O -3.32776 -2.44946 0.26920
C -1.62641 -2.68253 2.88898
H 0.02290 -2.46162 -1.37361
O 5.44305 4.20752 1.02169
H 3.58424 3.61388 0.38049
H -2.10502 -3.58141 3.25895
C 5.17545 2.16006 0.04973
*
```

The value obtained for the energy is -2055.42684 a.u.

---

A structure of composition C31H33AsCl2N5O5SbSe4Ti. Source: the Open Molecules 2025 dataset; level of theory: ωB97M-V with the def2-TZVPD basis set.

Structure (ORCA input):
```
! RIJCOSX wB97M-V def2-TZVPD def2/J DEFGRID3
* xyz -2 3
H 2.41378 1.00513 2.00410
Sb 3.14764 0.07620 -3.57963
C -0.74817 -2.15978 2.11420
N -0.13486 2.23247 -1.78740
C -3.51344 3.65564 -1.38699
C 2.25305 -2.59024 5.93651
H 0.44732 -4.49777 -1.92318
C -0.98361 -1.43524 4.27755
Cl -4.45742 5.07598 -1.78590
H -1.28245 -1.34905 -4.07616
C -0.38018 -4.32489 -2.61229
C -1.44447 2.37657 -1.49311
H 0.63505 -3.36729 -4.28078
C 2.32263 -1.73286 7.02119
H -2.39321 -4.42135 -0.62286
N -0.47679 -0.84609 2.03419
H -0.69699 -4.43191 -4.76477
C 1.18405 -2.51767 5.05331
C -2.05903 1.27519 -0.76547
C -3.31409 -1.11453 -3.34586
H -0.50941 0.03968 6.46577
Ti 0.11609 -1.19342 -0.15220
H 1.18208 -3.14906 4.17536
N 1.42540 0.69876 0.20395
H -1.12211 -3.52006 3.62728
O 1.96465 -1.76343 0.59202
H 1.94074 1.08908 -0.58637
C -4.43896 -0.05926 5.13776
H -5.77290 -0.75796 6.66781
C -3.92044 -1.84666 6.64973
O -0.65016 -2.87435 1.09211
H -3.38717 -3.99996 -2.01939
H 1.52842 3.02427 -2.66286
N 2.31732 0.35231 1.24438
O -1.43386 0.18131 -0.57682
Se 2.63981 0.05395 -5.96268
H -5.12084 0.69867 4.77254
H -3.13985 -0.33556 -2.60224
H -4.19479 -2.49030 7.47688
H 3.16457 -1.78082 7.70100
C -0.18482 4.33544 -2.91481
C -4.07589 2.67697 -0.62224
H -4.03346 -1.81815 -0.75200
H -4.56898 -3.27871 0.07782
Se 3.63924 2.06588 -2.31212
As -1.23819 -2.66809 -1.97112
C 2.36767 -1.00926 1.56426
C 1.32399 -0.78533 7.21199
C -2.06116 -1.94287 -3.59744
H 0.36252 5.07018 -3.49086
H 0.72791 1.35531 0.53989
C -2.82452 -3.58490 -1.17651
H -2.27788 -2.79211 -4.24983
C 0.25906 -0.71075 6.33130
H -1.98592 -2.73784 6.41071
Cl -4.13676 0.31370 0.68571
H -3.62897 -0.62276 -4.26945
H -2.92426 0.44006 3.70727
H -5.08822 2.78232 -0.25644
C -2.31023 -1.17659 4.97786
H -2.02609 5.42143 -2.88666
C -0.59073 -0.29602 3.26538
C 0.17255 -1.58965 5.25283
C -3.35636 1.51940 -0.30683
H -3.12671 -2.41578 0.61449
N -1.13432 -2.55260 3.35492
H 3.04933 -3.29824 5.74750
C 0.12287 -4.30211 -4.05494
H -1.11080 -5.12368 -2.46577
C -1.49703 4.52601 -2.58810
Se 1.22184 -1.19120 -2.52008
C -3.68725 -2.72814 -0.26574
O 2.77085 -1.36817 2.66457
C -2.17470 3.54343 -1.83424
O -0.43213 0.85616 3.60272
H -4.14427 -1.73170 -2.99855
C -4.80495 -0.87641 6.19611
H 1.38140 -0.09412 8.04417
Se 4.97831 -1.48423 -4.21152
C -2.68181 -1.99087 6.04531
C -3.19782 -0.20565 4.53102
C 0.47039 3.17177 -2.46848
H 0.83611 -5.11212 -4.22212
*
```

The energy relative to the best compared isomer or geometry (same formula, charge and spin) is 12.9 kcal per mole. The expectation value of S² is 2.015.

---

A structure of composition C11H11Br2N2O2S2W. Source: the Open Molecules 2025 dataset; level of theory: ωB97M-V with the def2-TZVPD basis set.

Structure (ORCA input):
```
! RIJCOSX wB97M-V def2-TZVPD def2/J DEFGRID3
* xyz 3 3
H -0.51763 0.68194 6.17719
S -0.91250 2.16570 -1.89709
H -1.53624 3.53899 -3.74557
C 0.29965 -0.52328 0.97713
C -0.97915 1.20234 4.16318
C -0.77534 0.89412 2.77811
H 0.34527 2.26899 -4.68077
C -0.60692 1.75511 -4.55395
C 0.45458 -0.61657 4.75472
C -0.30987 0.61776 -2.24197
C -1.53426 2.46081 -3.58585
O -1.39094 1.65014 1.93074
H 2.31424 -3.95679 -2.91543
H -1.62654 2.03985 4.39281
W 1.16528 -2.02252 -1.13363
C -0.36885 0.45376 5.13028
H 0.94335 -1.21560 5.51248
C 0.07621 -0.20664 2.38993
C 0.66639 -0.93742 3.38549
Br 3.02184 -1.06692 -2.31084
O 1.08259 -1.62009 0.69004
C 2.12209 -3.58072 -1.91062
N -0.18865 0.17961 0.02534
Br -0.71173 -3.16277 -2.04630
H -2.55727 2.08815 -3.62929
H -1.20653 1.38151 1.00028
H 1.31007 -1.77250 3.14358
N 0.12347 -0.22466 -1.27801
H -1.07399 1.60850 -5.52748
H 2.62886 -4.18499 -1.13187
S -0.25746 0.10416 -3.86264
*
```

The value obtained for the energy is -6696.09769 a.u. The expectation value of S² is 2.030.

---

A structure of composition C18H10ClCoF6N3O5S2. Source: the Open Molecules 2025 dataset; level of theory: ωB97M-V with the def2-TZVPD basis set.

Structure (ORCA input):
```
! RIJCOSX wB97M-V def2-TZVPD def2/J DEFGRID3
* xyz 0 2
O 0.38418 0.73756 -1.39036
C -1.59095 -1.84130 2.37036
O 1.38593 1.48603 0.73454
C -3.68964 -0.56980 -1.97359
H 3.17689 -1.96654 3.22150
H -5.27390 -0.57747 -0.54982
F -2.66379 4.57825 0.22871
N -1.51707 -1.17398 -1.19362
C -3.38710 -1.14198 0.34149
N -0.35661 2.86920 -0.34483
H -0.92654 -2.10526 3.18138
O 2.26259 -1.64949 -1.22660
C -3.84668 -1.32707 1.66678
F -1.21353 5.56901 -1.03571
F -3.11647 4.94220 -1.85855
H -4.89652 -1.18360 1.88634
C 1.22223 -1.79598 1.50190
C -4.22074 -0.75073 -0.73269
Co 0.46766 -1.25169 -1.16230
H 1.01188 -1.83280 2.56830
S 0.79224 1.84558 -0.51480
C 4.44833 -1.82089 -0.42276
C 4.87131 -1.98122 1.94184
O -0.91758 3.17316 -2.80710
H 6.39640 -1.96180 0.42943
C 2.16294 2.66640 -1.49341
O -2.54890 2.06116 -1.31643
F 3.33827 2.26189 -1.01553
C -2.31276 -0.78904 -2.16119
C 2.60243 -1.82593 1.14247
C -2.96538 -1.67605 2.64865
H 4.79739 -1.76725 -1.44465
C -2.14740 4.62649 -0.99669
S -1.46942 2.99092 -1.49603
C 3.53295 -1.92908 2.19975
C 3.05625 -1.75854 -0.19886
C 5.33171 -1.92693 0.61884
C -2.02715 -1.33089 0.06551
Cl 6.01788 -2.11111 3.24279
C -1.11643 -1.65920 1.10126
F 2.09079 2.33358 -2.77571
H -1.85922 -0.63351 -3.13225
N 0.23442 -1.72928 0.67225
F 2.08149 3.98523 -1.37592
H -3.31210 -1.81814 3.66297
H -4.29031 -0.24010 -2.80765
*
```

The value obtained for the energy is -4470.96852 a.u. The expectation value of S² is 0.864.